Formula: ClO2PS
Source: the Open Molecules 2025 dataset
Level of theory: ωB97M-V/def2-TZVPD

Each line ends with the natural charge from an NBO analysis.
Cartesian coordinates (Å):
Cl1 -1.84 -0.87 -1.34  -0.33
S1 2.80 -0.93 0.09  0.67
P1 -1.61 0.38 0.20  1.30
O1 2.97 -0.14 1.32  -0.67
O2 -2.32 1.55 -0.26  -0.97

## Properties
- Charge: 0
- HOMO-LUMO gap (spin up / spin down): 7.79 / 7.78 eV
- Relative energy (zero: lowest compared OMol25 entry of this formula, charge and spin): 26.7 kcal/mol
- Highest occupied orbital energy (spin up / spin down): -9.6 / -9.6 eV
- Total energy: -36740.217 eV
- SMILES: O=PCl.O=S